ORCA calculation (wB97M-V/def2-TZVPD) on a single C4H9ClOS molecule in a non-equilibrium geometry.

Computed properties:
HOMO	-9.59	eV
SMILES	OC[C@@H](Cl)CCS
electronic energy	-1091.39677	Eh
energy relative to the best compared isomer or geometry (same formula, charge and spin)	0.315	eV

Positions of all 16 atoms, in Å:
C: 1.140 -0.976 -0.441
C: 0.109 -0.868 0.627
C: -1.180 -0.077 0.468
C: -1.156 1.417 0.332
H: 3.022 -0.134 -1.642
H: 0.663 -1.043 -1.423
H: 1.553 -1.958 -0.223
H: -0.287 -1.933 0.745
H: 0.576 -0.504 1.551
H: -1.875 -0.279 1.291
H: -2.123 1.836 0.613
H: -0.540 1.693 1.283
H: 0.234 1.441 -1.017
O: -0.612 1.897 -0.887
S: 2.576 0.197 -0.393
Cl: -2.101 -0.711 -0.886

ORCA calculation (wB97M-V/def2-TZVPD) on 7 unconnected molecules or ions with the total composition C17H48O7 in a non-equilibrium geometry.

Computed properties:
HOMO	-9.60	eV
SMILES	CC(C)O.CC(C)O.CC(C)O.CC(C)O.CC(C)O.CO.CO
electronic energy	-1203.09277	Eh
energy relative to the best compared isomer or geometry (same formula, charge and spin)	1.384	eV

Positions of all 72 atoms, in Å:
C: -21.904 13.946 15.074
C: -22.011 13.238 16.405
C: -23.490 13.032 16.800
O: -21.346 12.012 16.286
H: -20.849 14.004 14.807
H: -22.319 14.953 15.029
H: -22.462 13.383 14.325
H: -21.497 13.794 17.189
H: -23.443 12.919 17.883
H: -23.867 12.088 16.406
H: -24.129 13.901 16.638
H: -21.726 11.443 16.960
C: -22.185 6.935 10.127
C: -21.752 6.870 11.601
C: -21.053 8.209 12.074
O: -22.947 6.582 12.334
H: -22.968 7.678 9.976
H: -22.560 5.983 9.753
H: -21.379 7.244 9.461
H: -21.093 6.007 11.702
H: -21.566 8.792 12.840
H: -20.978 8.911 11.244
H: -20.100 8.033 12.572
H: -23.162 5.709 11.998
C: -16.097 8.407 11.125
C: -16.566 6.917 11.252
C: -17.731 6.447 10.409
O: -15.428 6.131 10.988
H: -16.892 8.968 11.616
H: -15.988 8.765 10.101
H: -15.166 8.533 11.677
H: -16.703 6.779 12.325
H: -17.582 6.571 9.336
H: -18.594 6.992 10.793
H: -17.803 5.371 10.569
H: -15.255 6.157 10.044
C: -16.978 8.457 16.673
C: -17.825 8.496 15.398
C: -19.330 8.620 15.737
O: -17.461 9.643 14.701
H: -17.333 9.194 17.393
H: -15.935 8.680 16.448
H: -17.012 7.500 17.194
H: -17.684 7.656 14.718
H: -19.903 8.836 14.836
H: -19.491 9.441 16.436
H: -19.652 7.703 16.229
H: -17.575 10.388 15.295
C: -15.917 13.287 9.718
C: -16.638 12.608 10.874
C: -16.701 13.469 12.137
O: -17.938 12.249 10.452
H: -14.942 13.695 9.983
H: -16.452 14.103 9.233
H: -15.655 12.614 8.902
H: -16.046 11.713 11.068
H: -17.045 12.860 12.973
H: -17.448 14.258 12.049
H: -15.741 13.959 12.300
H: -18.288 11.674 11.137
C: -19.869 11.456 12.686
O: -18.821 10.521 12.440
H: -20.433 11.069 13.536
H: -19.527 12.461 12.933
H: -20.447 11.405 11.763
H: -18.384 10.343 13.276
C: -20.963 13.964 10.053
O: -22.167 14.385 9.615
H: -20.701 14.234 11.075
H: -20.931 12.881 9.932
H: -20.176 14.339 9.399
H: -22.389 15.222 10.030

ORCA calculation (wB97M-V/def2-TZVPD) on 2 unconnected molecules or ions with the total composition C4H12NP in a non-equilibrium geometry.

Computed properties:
HOMO	-8.18	eV
SMILES	CCN=[PH3].C=C
electronic energy	-555.54462	Eh
energy relative to the best compared isomer or geometry (same formula, charge and spin)	4.673	eV

Positions of all 18 atoms, in Å:
C: -0.844 2.441 1.209
C: 0.213 -2.175 -1.352
C: -0.062 2.743 0.184
C: 0.037 -0.666 -1.435
N: 0.468 -0.160 -0.187
P: 0.418 -0.930 1.187
H: -1.930 2.602 1.047
H: -0.668 -1.063 2.213
H: -0.399 2.203 2.097
H: 1.237 -2.429 -0.778
H: -0.600 -2.455 -0.680
H: -0.070 -2.785 -2.270
H: -0.277 2.994 -0.796
H: 1.001 2.604 0.182
H: 0.498 -0.188 -2.213
H: -1.045 -0.528 -1.512
H: 1.083 0.024 1.991
H: 0.942 -2.235 1.112

ORCA calculation (wB97M-V/def2-TZVPD) on a gas-phase ion, C6H10N3S (charge +1) in a non-equilibrium geometry.

Computed properties:
HOMO	-12.91	eV
total charge	+1
SMILES	CC#C[C@H]1SN=N[C@]1(C)[NH3+]
electronic energy	-796.70215	Eh
energy relative to the best compared isomer or geometry (same formula, charge and spin)	3.586	eV

Positions of all 20 atoms, in Å:
C: -0.346 1.384 -0.475
C: -1.342 1.888 -0.022
C: 0.946 0.935 -0.855
C: 1.455 -0.524 0.155
C: -2.538 2.514 0.462
C: 0.269 -1.174 0.803
N: 2.436 -0.014 1.034
N: 2.831 1.139 0.890
N: 2.175 -1.514 -0.757
S: 2.226 2.111 -0.263
H: 1.063 0.692 -1.908
H: -3.282 1.772 0.750
H: -2.956 3.155 -0.312
H: -2.290 3.126 1.328
H: 0.597 -1.957 1.483
H: -0.406 -1.579 0.053
H: -0.277 -0.433 1.382
H: 2.026 -1.306 -1.752
H: 1.863 -2.473 -0.556
H: 3.186 -1.458 -0.548

ORCA calculation (wB97M-V/def2-TZVPD) on 3 unconnected molecules or ions with the total composition C24H61N8O2P2S2 in a non-equilibrium geometry.

Computed properties:
HOMO	-0.98	eV
total charge	-1
electronic energy	-3018.60703	Eh

Positions of all 99 atoms, in Å:
C: -1.477 -0.270 6.464
C: -0.333 0.598 7.015
C: -0.697 2.090 7.144
C: -0.353 2.885 5.886
N: -1.391 2.730 4.854
C: -0.892 2.960 3.469
C: -0.682 4.416 3.067
C: 0.599 5.089 3.621
C: 0.346 6.251 4.605
N: 0.781 7.475 3.976
C: -2.579 3.375 5.125
S: -2.825 4.488 6.295
S: -3.866 2.881 3.979
C: -5.345 2.700 5.006
C: -6.021 3.940 5.607
C: -6.169 5.138 4.665
H: -2.438 0.155 6.766
H: -1.451 -1.280 6.878
H: -1.469 -0.323 5.376
H: 0.533 0.471 6.360
H: -0.044 0.198 7.990
H: -0.165 2.503 8.002
H: -1.764 2.133 7.360
H: -0.102 3.929 6.084
H: 0.539 2.424 5.457
H: 0.023 2.378 3.354
H: -1.641 2.526 2.800
H: -1.557 5.035 3.278
H: -0.574 4.396 1.976
H: 1.173 5.516 2.801
H: 1.199 4.311 4.108
H: 0.862 6.025 5.572
H: -0.745 6.279 4.844
H: 0.745 8.204 4.693
H: -5.059 2.044 5.833
H: -6.062 2.127 4.416
H: -7.028 3.614 5.892
H: -5.526 4.222 6.529
H: -7.157 5.180 4.203
H: -5.417 5.140 3.876
H: -6.023 6.062 5.224
O: 1.505 0.640 1.069
P: 1.085 0.274 -0.292
N: -0.566 0.583 -0.428
C: -1.575 -0.098 -1.208
C: -0.868 2.000 -0.269
N: 1.381 -1.439 -0.392
C: 0.333 -2.427 -0.192
C: 2.554 -1.794 0.403
N: 1.679 0.732 -1.811
C: 1.628 -0.245 -2.886
C: 2.980 1.412 -1.769
H: -1.593 0.216 -2.263
H: -2.554 0.134 -0.782
H: -1.478 -1.171 -1.169
H: -0.705 2.561 -1.199
H: -0.244 2.440 0.508
H: -1.905 2.136 0.041
H: -0.281 -2.240 0.700
H: 0.793 -3.411 -0.087
H: -0.315 -2.503 -1.061
H: 2.327 -1.889 1.471
H: 3.336 -1.041 0.304
H: 2.955 -2.743 0.038
H: 2.331 -1.071 -2.758
H: 1.868 0.277 -3.816
H: 0.629 -0.663 -3.006
H: 3.803 0.728 -1.523
H: 2.966 2.206 -1.023
H: 3.192 1.871 -2.735
O: 2.050 -3.657 -4.394
P: 1.997 -4.189 -5.764
N: 0.565 -3.644 -6.470
C: -0.275 -4.279 -7.464
C: 0.526 -2.192 -6.573
N: 1.939 -5.915 -5.565
C: 0.691 -6.663 -5.606
C: 2.716 -6.311 -4.390
N: 3.104 -4.100 -7.044
C: 3.185 -5.222 -7.965
C: 4.443 -3.637 -6.654
H: 0.094 -4.147 -8.492
H: -1.269 -3.827 -7.414
H: -0.416 -5.331 -7.277
H: 1.075 -1.823 -7.450
H: 0.958 -1.738 -5.681
H: -0.509 -1.854 -6.642
H: -0.105 -6.221 -4.993
H: 0.876 -7.675 -5.241
H: 0.330 -6.784 -6.624
H: 2.163 -6.175 -3.455
H: 3.633 -5.728 -4.313
H: 2.995 -7.363 -4.488
H: 3.635 -6.111 -7.518
H: 3.796 -4.902 -8.812
H: 2.205 -5.488 -8.359
H: 4.997 -4.390 -6.078
H: 4.367 -2.736 -6.046
H: 5.025 -3.387 -7.542

ORCA calculation (wB97M-V/def2-TZVPD) on 2 unconnected molecules or ions with the total composition C4H11NO in a non-equilibrium geometry.

Computed properties:
HOMO	-8.08	eV
SMILES	C=C(C)NC.O
electronic energy	-288.92076	Eh
energy relative to the best compared isomer or geometry (same formula, charge and spin)	2.619	eV

Positions of all 17 atoms, in Å:
C: -1.953 1.626 0.568
C: -1.026 0.357 0.430
C: 0.210 0.479 -0.139
C: -0.880 -2.013 0.954
N: -1.545 -0.791 1.033
H: -2.335 1.796 1.500
H: -2.838 1.848 -0.208
H: -1.283 2.410 0.278
H: 0.431 1.475 -0.721
H: 0.655 -0.426 -0.650
H: -0.268 -2.003 0.083
H: -1.627 -2.811 0.705
H: -0.240 -2.283 1.837
H: -1.957 -0.633 2.004
H: 4.647 0.369 -1.805
H: 5.479 0.345 -3.075
O: 4.530 0.256 -2.792

ORCA calculation (wB97M-V/def2-TZVPD) on a molecular structure, C50H53Ge2MoNO3S6.

Computed properties:
HOMO	-13.06	eV
total charge	+2
electronic energy	-8828.44324	Eh
energy relative to the best compared isomer or geometry (same formula, charge and spin)	0.311	eV

Positions of all 116 atoms, in Å:
Mo: -0.563 1.536 1.269
C: 1.926 8.251 5.035
C: 2.345 7.595 3.746
C: 1.939 8.100 2.518
C: 2.388 7.555 1.317
C: 1.978 8.166 0.003
C: 3.242 6.451 1.360
C: 3.633 5.892 2.585
C: 4.533 4.686 2.637
C: 3.186 6.484 3.758
C: 3.847 5.941 0.098
C: 5.018 6.530 -0.379
C: 5.650 6.077 -1.531
C: 5.128 5.013 -2.257
C: 3.959 4.423 -1.810
C: 3.333 4.888 -0.649
Ge: 1.773 3.769 -0.499
S: 1.736 2.056 0.821
S: -0.722 6.136 1.614
Ge: -1.557 4.717 0.055
S: -0.920 0.626 -0.559
S: -0.062 4.393 -1.556
C: -3.440 4.829 -0.361
C: -4.422 4.095 0.327
C: -5.753 4.299 -0.012
C: -6.102 5.203 -1.009
C: -5.128 5.925 -1.679
C: -3.788 5.749 -1.356
C: -2.699 6.533 -2.004
C: -2.167 6.126 -3.234
C: -2.733 4.947 -3.980
C: -1.095 6.838 -3.763
C: -0.529 7.917 -3.096
C: 0.634 8.671 -3.679
C: -1.088 8.313 -1.884
C: -2.181 7.655 -1.336
C: -2.835 8.186 -0.082
C: -4.043 3.127 1.399
C: -3.949 3.568 2.724
C: -4.344 4.967 3.100
C: -3.498 2.690 3.707
C: -3.095 1.403 3.406
C: -2.709 0.452 4.498
C: -3.172 0.980 2.063
C: -3.738 1.805 1.075
C: -4.034 1.274 -0.299
C: 3.248 3.282 -2.474
C: 3.540 1.945 -2.099
C: 4.611 1.643 -1.091
C: 2.839 0.914 -2.709
C: 1.905 1.160 -3.711
C: 1.158 0.033 -4.362
C: 1.685 2.475 -4.124
C: 2.353 3.539 -3.547
C: 2.165 4.932 -4.076
H: 1.231 9.071 4.858
H: 2.792 8.653 5.563
H: 1.447 7.539 5.712
H: 1.291 8.971 2.489
H: 1.276 8.985 0.163
H: 1.496 7.431 -0.649
H: 2.840 8.564 -0.539
H: 4.024 3.796 2.253
H: 4.844 4.475 3.659
H: 5.433 4.824 2.034
H: 3.529 6.089 4.710
H: 5.444 7.356 0.179
H: 6.562 6.558 -1.860
H: 5.621 4.654 -3.153
H: -6.523 3.743 0.510
H: -7.146 5.347 -1.258
H: -5.402 6.635 -2.450
H: -3.032 4.141 -3.307
H: -2.006 4.551 -4.689
H: -3.623 5.233 -4.546
H: -0.687 6.532 -4.721
H: 1.095 8.122 -4.501
H: 1.396 8.866 -2.922
H: 0.309 9.637 -4.068
H: -0.682 9.180 -1.371
H: -2.414 9.153 0.192
H: -2.725 7.528 0.785
H: -3.910 8.308 -0.220
H: -3.831 5.704 2.482
H: -4.114 5.172 4.145
H: -5.415 5.119 2.951
H: -3.476 3.024 4.740
H: -2.304 0.978 5.361
H: -1.984 -0.284 4.166
H: -3.593 -0.096 4.832
H: -3.017 -0.072 1.843
H: -3.787 0.216 -0.379
H: -3.502 1.825 -1.078
H: -5.098 1.385 -0.514
H: 4.610 2.341 -0.253
H: 5.595 1.727 -1.561
H: 4.508 0.630 -0.704
H: 3.042 -0.109 -2.412
H: 1.424 -0.930 -3.931
H: 1.376 0.001 -5.431
H: 0.080 0.174 -4.259
H: 0.979 2.669 -4.926
H: 1.206 5.027 -4.582
H: 2.954 5.155 -4.800
H: 2.222 5.691 -3.295
S: 0.599 -2.159 3.882
C: 0.222 -0.937 3.017
N: -0.075 0.016 2.330
C: 0.397 4.526 4.915
S: -0.514 4.056 3.473
O: 0.296 4.999 2.378
O: -0.045 2.645 3.257
O: -1.211 3.206 1.004
H: 1.458 4.540 4.668
H: 0.179 3.779 5.678
H: 0.058 5.515 5.226

ORCA calculation (wB97M-V/def2-TZVPD) on 2 unconnected molecules or ions with the total composition H4O2 in a non-equilibrium geometry.

Computed properties:
HOMO	-10.53	eV
SMILES	O.O
electronic energy	-152.86605	Eh
energy relative to the best compared isomer or geometry (same formula, charge and spin)	0.242	eV

Positions of all 6 atoms, in Å:
H: 1.604 -0.765 0.306
H: 1.349 0.761 0.191
H: -0.646 -0.382 -0.190
H: -1.711 0.752 -0.090
O: 1.025 -0.140 -0.167
O: -1.621 -0.226 -0.051